Entry from OMol25: an isolated molecule of C10H21ClSi in a non-equilibrium geometry (ωB97M-V/def2-TZVPD).

```
33
Properties=species:S:1:pos:R:3:mulliken_charge:R:1
C 2.314 0.304 -2.600 -0.84
C 1.252 -0.468 -2.453 0.30
C 0.600 -3.134 2.606 -1.26
C 0.453 3.384 1.079 -1.25
C -1.924 2.158 -0.545 -1.68
C -0.092 -2.010 1.833 -0.32
C 0.461 2.083 0.269 -0.10
C -0.164 -2.263 0.346 -0.46
C -1.255 -1.543 -0.377 -0.90
C -0.467 1.767 -0.899 0.54
Si -0.449 0.056 -1.782 0.28
Cl 1.171 -2.167 -2.996 -0.20
H 3.102 -0.144 -3.061 0.35
H 2.281 1.297 -2.229 0.30
H -0.042 -4.002 2.259 0.27
H 1.545 -3.557 2.296 0.33
H 0.814 -3.104 3.672 0.34
H 0.346 4.353 0.434 0.23
H 1.263 3.547 1.762 0.36
H -0.516 3.199 1.672 0.31
H -2.371 1.544 0.294 0.27
H -1.803 3.157 -0.103 0.42
H -2.526 1.978 -1.385 0.52
H 0.078 -0.987 2.018 0.25
H -1.152 -2.158 2.133 0.30
H 1.523 1.619 0.000 0.17
H 0.132 1.383 1.074 0.01
H 0.805 -2.310 -0.145 0.44
H -0.485 -3.345 0.275 0.28
H -1.682 -0.883 0.330 0.28
H -1.979 -2.254 -0.825 0.37
H -0.178 2.315 -1.802 0.26
H -1.056 0.182 -3.150 -0.18
```

Properties
ΔE to the lowest compared entry with this formula, charge and spin (eV): 4.846
Charge: 0
Lowest unoccupied orbital energy (eV): 0.82
E_tot (eV): -31107.5300
Highest occupied orbital energy (eV): -9.12
SMILES: C=C(Cl)[Si@@H](CCCC)[C@@H](C)CC